{"formula": "C28H84O22", "method": "ωB97M-V/def2-TZVPD", "symbols": ["C", "O", "C", "H", "H", "C", "H", "C", "O", "H", "O", "H", "H", "H", "H", "H", "H", "H", "C", "H", "O", "H", "O", "H", "H", "C", "C", "H", "H", "H", "H", "O", "H", "C", "C", "H", "H", "H", "H", "H", "H", "H", "C", "C", "O", "H", "H", "H", "H", "H", "O", "C", "C", "O", "H", "C", "C", "O", "H", "H", "H", "O", "H", "H", "C", "H", "H", "H", "H", "H", "C", "O", "H", "H", "C", "H", "H", "H", "C", "H", "H", "H", "H", "H", "H", "H", "H", "H", "O", "C", "O", "H", "H", "O", "H", "H", "C", "H", "C", "H", "C", "H", "C", "H", "O", "C", "H", "H", "H", "C", "O", "O", "H", "H", "H", "O", "H", "H", "C", "H", "H", "H", "O", "H", "H", "O", "H", "C", "H", "H", "H", "H", "H", "O"], "xyz": [[-0.39, 0.99, -6.99], [0.52, -5.06, 0.73], [0.15, 4.87, 5.39], [0.36, 0.52, -2.33], [0.42, -5.74, -2.70], [-3.93, 3.27, 1.09], [1.42, 0.75, 1.29], [3.97, -0.08, 2.87], [0.44, 4.91, -1.87], [-0.56, -6.99, 2.10], [-3.47, 2.20, 0.31], [-2.37, -0.50, 2.25], [1.51, -0.10, 4.68], [0.97, -3.16, -3.90], [0.47, 4.49, 7.49], [0.55, 0.82, -7.44], [-4.70, -3.88, -2.55], [-3.30, 5.32, -3.85], [1.73, 0.02, -0.54], [-3.19, -2.54, -1.14], [-0.35, 3.54, 5.13], [-2.55, -3.17, 2.65], [1.52, 1.83, 4.05], [-1.15, -2.41, -2.93], [4.92, 2.42, -2.34], [1.98, -5.37, -4.24], [-3.07, -1.25, 1.85], [-0.74, -5.82, -0.65], [3.14, -0.54, 2.35], [-0.97, -1.90, 0.63], [-0.61, 5.61, 5.62], [0.35, -0.10, -5.02], [-2.04, -3.77, -1.71], [1.11, 4.77, 6.65], [-0.24, 0.28, 3.43], [1.11, -5.03, 4.50], [0.45, -1.26, 2.32], [-1.33, -0.66, -1.24], [5.16, 0.43, 1.04], [-1.62, 3.15, 2.22], [-4.86, 3.26, -4.50], [3.06, -2.37, 2.88], [1.13, -4.97, -3.01], [-2.76, -2.96, -2.04], [-1.18, -2.70, 1.22], [-0.73, 1.84, -7.55], [-1.02, 3.50, 4.45], [-2.51, 2.15, 0.42], [2.36, -6.32, -4.08], [1.81, -4.69, -2.16], [4.55, 1.16, 0.94], [2.61, -3.90, 4.40], [-3.87, 3.17, -4.04], [2.02, -5.25, 4.40], [-3.65, 0.15, 0.69], [-0.16, 1.12, -5.55], [0.78, 0.66, 4.47], [-2.12, -5.89, 1.48], [-1.56, -7.75, 0.85], [1.10, 2.66, 4.41], [2.87, 3.81, -4.10], [5.17, -0.86, 2.60], [1.98, 4.10, 6.62], [0.31, 4.33, 0.50], [3.75, 3.17, -3.92], [-1.01, 3.44, -2.10], [-4.02, 3.02, -2.94], [5.72, -0.83, 3.38], [-3.55, 4.22, 0.72], [3.75, -0.15, 3.95], [4.10, 3.13, -2.46], [-0.81, 2.47, 0.63], [2.49, 0.33, -1.26], [3.10, 2.30, -0.89], [-1.10, -6.77, 1.23], [-1.11, 0.19, -7.18], [1.31, -5.43, -5.07], [0.60, -3.37, 2.12], [-0.16, 3.65, -1.44], [4.54, 3.57, -4.50], [-3.98, -1.32, 2.38], [-0.73, 1.15, 3.05], [-1.98, 4.10, -3.74], [-3.55, 2.16, -4.46], [3.66, -4.04, 4.58], [-0.08, -4.30, 0.85], [4.46, 4.19, -2.12], [2.70, -4.01, 2.27], [-3.38, -0.75, 0.58], [-2.50, -2.64, 1.72], [0.37, -3.75, -3.35], [0.30, 0.80, 5.44], [0.56, 5.29, 4.48], [-2.02, -1.96, -2.78], [-1.04, -0.29, 3.82], [0.81, -1.20, -2.07], [-0.51, 3.75, 0.01], [-5.02, 3.26, 1.02], [2.40, -3.29, 3.02], [5.03, 1.81, 2.88], [-2.92, 4.37, -4.24], [0.59, 2.87, -1.54], [4.20, 1.33, 2.36], [-0.09, 1.78, 0.45], [-2.63, 4.58, -5.61], [0.51, -0.25, -1.53], [-1.02, 1.41, -4.91], [-3.76, 2.16, 2.96], [2.05, -0.90, -0.10], [-3.87, -3.39, -3.03], [0.41, -0.29, 2.27], [-2.22, 3.57, 2.88], [-3.61, -4.13, -3.76], [3.50, 2.12, -4.23], [1.49, 5.80, 6.84], [0.99, -2.98, 2.91], [0.54, 1.87, -5.34], [3.30, 1.98, 2.39], [-3.60, 3.11, 2.59], [2.83, -4.72, -4.51], [-2.08, -5.61, 2.39], [-4.22, -2.50, -3.46], [-0.59, -0.41, -0.69], [-3.26, 5.23, -6.02], [-4.27, 3.76, 3.12], [1.62, 1.11, 0.38], [1.11, 4.65, -2.46], [-0.16, -6.19, 0.22], [-3.11, -3.24, 1.05], [-1.41, 4.22, 0.26], [2.16, -3.30, 5.19], [-0.09, -0.88, -5.37], [0.58, -6.94, -0.01], [2.92, 2.77, -1.76]], "mulliken_charge": [-1.459, -0.442, -0.333, -0.092, 0.210, -0.476, -0.609, 0.161, -0.745, 0.352, -0.600, -0.446, 0.152, 0.191, 0.270, 0.335, 0.425, 0.437, -1.116, -0.085, -0.545, 0.572, -0.354, 0.213, 0.306, -1.512, -0.032, 0.049, -0.646, -0.341, 0.394, -0.431, -0.365, -1.032, 0.300, 0.294, -0.600, -0.340, 0.339, 0.394, 0.370, -0.201, 0.177, 1.028, 0.988, 0.397, 0.344, 0.362, 0.470, 0.120, -0.477, -0.821, -0.708, -0.577, 0.252, 0.468, -1.116, -0.482, 0.300, 0.275, 0.190, -0.606, 0.274, 0.188, -1.125, -0.508, 0.099, 0.357, 0.267, 0.542, -0.185, 0.171, 0.537, -0.006, -0.649, 0.390, 0.366, -0.098, 1.537, 0.475, 0.564, -0.522, -0.274, 0.158, 0.412, 0.339, 0.224, 0.281, -0.550, -0.902, -0.478, 0.418, 0.307, -0.374, 0.707, -0.043, -0.716, 0.466, 0.616, 0.375, 0.291, -0.449, -0.143, -0.415, -0.569, 0.211, -0.039, 0.240, 0.659, -1.559, 1.410, -0.639, 0.335, 0.218, 0.352, -0.316, 0.118, -0.067, -0.586, 0.369, 0.297, 0.370, 0.465, 0.306, 0.465, -0.265, 0.396, -0.157, 0.320, 0.420, 0.324, 0.247, 0.347, -0.144], "homo_ev": -9.675, "relative_energy_kcal_mol": 26.66, "lumo_ha": 0.0195, "gap_ev": 10.2, "energy_ha": -2772.267627}

{"formula": "C16H26AsBF2NO4", "method": "ωB97M-V/def2-TZVPD", "symbols": ["H", "C", "H", "C", "H", "H", "O", "C", "H", "H", "H", "C", "C", "O", "H", "F", "C", "F", "C", "C", "H", "H", "H", "C", "C", "As", "H", "H", "H", "C", "H", "H", "C", "H", "C", "H", "C", "H", "N", "H", "H", "O", "H", "H", "H", "H", "O", "C", "C", "B", "H"], "xyz": [[-1.62, -1.70, 3.61], [2.17, -2.10, -2.51], [-0.16, 4.96, -0.51], [-0.98, -0.82, 4.01], [-0.33, 2.62, -2.20], [-1.18, -0.67, 1.32], [0.79, -1.25, 2.09], [-0.22, -1.22, 1.02], [-2.42, -2.00, -0.66], [-2.12, -0.67, -3.73], [-1.68, 4.27, -1.38], [-3.48, 0.40, -2.30], [1.27, 0.67, 3.67], [1.24, 0.53, -2.17], [0.79, 0.28, -3.01], [1.22, -2.15, -3.64], [0.83, 1.55, 4.88], [-0.32, 1.82, 1.19], [-0.53, 1.43, -0.21], [0.34, -0.52, 3.24], [2.86, -3.91, -3.68], [-2.42, -0.21, 5.72], [0.67, -2.92, -1.09], [3.06, 0.30, -0.25], [2.95, -3.54, -2.59], [0.48, -0.30, -0.69], [-3.62, -0.11, -1.26], [2.25, 0.89, 3.10], [-0.45, -2.33, 0.80], [-1.43, 0.05, 5.22], [-3.59, 1.53, -2.17], [2.98, -1.32, -2.66], [-0.50, 1.23, 5.62], [-1.39, 0.92, -3.19], [1.45, -2.06, -1.09], [-4.27, -0.07, -2.98], [-0.86, 4.06, -0.59], [4.05, -3.33, -2.33], [1.93, 0.37, 0.39], [-1.41, 3.92, 0.40], [2.45, -4.29, -1.89], [4.19, -0.15, -0.58], [-1.68, 1.27, -0.31], [1.03, 2.91, -0.97], [-0.85, 1.89, 6.49], [1.49, 2.44, 5.18], [-1.83, -2.19, -1.43], [-0.10, 2.70, -1.09], [-2.00, 0.04, -2.82], [-1.20, -0.88, -1.70], [2.19, -2.35, -0.25]], "mulliken_charge": [0.280, 0.730, 0.279, -0.260, 0.118, 0.474, -0.417, -1.297, 0.280, 0.296, 0.266, -0.853, -0.112, -0.874, 0.289, -0.389, -0.449, -0.373, -0.313, 0.437, 0.326, 0.300, 0.509, 0.520, -1.155, 1.900, 0.156, 0.290, 0.292, -0.487, 0.245, 0.214, -0.318, 0.228, -1.310, 0.260, -1.036, 0.253, -0.606, 0.273, 0.284, -0.651, 0.270, 0.234, 0.272, 0.271, -0.764, -0.227, -0.213, 0.207, 0.349], "homo_ev": -4.483, "lumo_ha": 0.1027, "gap_ev": 7.3, "charge": -1, "energy_ha": -3441.081054}